Record 1
The following is a DFT calculation (ωB97M-V with the def2-TZVPD basis set) of a cluster of 13 separate species, C16H35Cl24SSi in total.

For the calculated total energy, the calculation gives -12362.8968 Eh. For the HOMO energy, the calculation gives -2.48 eV. The value obtained for the HOMO-LUMO gap is 3.8648 eV. As for the charge: -1. Its spin multiplicity is 1.

Last column: Löwdin charge in e.
Element x y z (Å)
C 2.34 1.50 1.93  -0.21
Si 2.09 0.19 0.58  0.29
C 0.98 0.92 -0.77  -0.20
C 1.13 -1.26 1.35  -0.21
C 3.67 -0.27 -0.16  -0.79
S 4.73 -1.05 1.03  0.43
H 3.41 1.70 2.00  -0.03
H 1.99 1.20 2.92  0.02
H 1.84 2.44 1.67  0.00
H 0.95 0.24 -1.63  0.01
H -0.04 1.14 -0.45  -0.04
H 1.46 1.85 -1.10  0.02
H 1.08 -2.05 0.60  0.02
H 1.70 -1.65 2.20  0.00
H 0.11 -1.06 1.69  0.01
H 3.52 -0.99 -0.97  -0.09
H 5.83 -0.26 1.04  -0.23
C 3.65 -3.35 -3.53  -1.05
Cl 4.70 -1.96 -3.83  0.54
Cl 1.95 -2.89 -3.33  0.51
H 3.72 -4.00 -4.39  -0.01
H 3.97 -3.85 -2.63  -0.04
C -2.59 3.50 -0.12  -1.04
Cl -2.72 1.74 0.08  0.52
Cl -0.96 4.11 0.16  0.52
H -2.88 3.74 -1.13  0.02
H -3.25 3.96 0.60  -0.03
C 3.58 -7.30 -1.68  -1.00
Cl 4.91 -7.33 -2.86  0.49
Cl 3.42 -5.74 -0.88  0.55
H 2.66 -7.51 -2.21  0.02
H 3.78 -8.05 -0.93  0.02
C -6.89 4.10 0.58  -1.03
Cl -6.13 5.49 -0.22  0.51
Cl -5.78 3.26 1.67  0.52
H -7.73 4.47 1.16  0.03
H -7.20 3.41 -0.19  -0.05
C 5.07 5.02 1.99  -1.04
Cl 4.09 4.67 0.57  0.51
Cl 5.00 3.74 3.21  0.52
H 6.10 5.11 1.66  -0.03
H 4.71 5.93 2.44  0.02
C -9.77 2.00 -1.80  -1.01
Cl -8.94 3.40 -2.48  0.51
Cl -8.76 1.12 -0.64  0.53
H -10.65 2.36 -1.28  -0.01
H -10.03 1.33 -2.61  0.03
C -13.65 4.42 -2.42  -1.01
Cl -13.98 2.70 -2.16  0.50
Cl -11.99 4.85 -2.00  0.52
H -13.80 4.64 -3.47  0.02
H -14.33 4.99 -1.79  0.02
C 1.85 -4.62 3.82  -1.07
Cl 2.49 -5.14 2.26  0.49
Cl 0.14 -4.16 3.73  0.50
H 1.94 -5.44 4.52  0.01
H 2.43 -3.77 4.14  -0.05
C 7.08 2.80 -1.50  -1.01
Cl 5.83 1.76 -0.84  0.57
Cl 7.60 4.14 -0.42  0.47
H 7.97 2.22 -1.72  0.01
H 6.69 3.28 -2.39  0.01
C 5.72 -3.13 5.34  -1.00
Cl 4.28 -3.98 5.95  0.51
Cl 5.33 -2.27 3.86  0.51
H 6.05 -2.45 6.12  0.02
H 6.47 -3.89 5.13  0.02
C 6.86 -3.14 -6.50  -1.03
Cl 6.24 -4.57 -5.69  0.51
Cl 6.50 -3.11 -8.23  0.49
H 6.39 -2.28 -6.04  -0.02
H 7.94 -3.12 -6.38  0.02
C -8.67 -0.66 3.21  -1.03
Cl -7.74 0.73 2.63  0.48
Cl -7.75 -1.70 4.30  0.51
H -9.54 -0.29 3.75  0.02
H -8.97 -1.25 2.35  0.02



Record 2
The following is a DFT calculation (ωB97M-V with the def2-TZVPD basis set) of a structure of composition CHI3O at a distorted geometry.

For the calculated total energy, the calculation gives -1006.9999 Eh. For the HOMO energy, the calculation gives -9.84 eV. The value obtained for the HOMO-LUMO gap is 8.9181 eV. Its spin multiplicity is 1. For the relative energy (zero: lowest compared OMol25 entry of this formula, charge and spin), the calculation gives 57.9 kJ/mol.

Last column: natural (NBO) charge in e.
Element x y z (Å)
C -2.28 0.17 0.07  0.23
O -2.32 -0.13 -1.06  -0.49
I -2.38 2.17 0.80  0.13
I 3.76 -0.32 -0.45  -0.12
I -2.19 -1.29 1.62  0.12
H 5.41 -0.59 -0.99  0.12



Record 3
The following is a DFT calculation (ωB97M-V with the def2-TZVPD basis set) of the ion C5H8BrNO4PS with charge +1.

For the calculated total energy, the calculation gives -3864.4311 Eh. For the HOMO energy, the calculation gives -13.72 eV. The value obtained for the HOMO-LUMO gap is 8.5174 eV. As for the charge: +1. Its spin multiplicity is 1. For the relative energy (zero: lowest compared OMol25 entry of this formula, charge and spin), the calculation gives 0.0 kJ/mol.

Last column: natural (NBO) charge in e.
Element x y z (Å)
O -1.12 2.26 1.01  -0.53
C -1.80 1.53 0.37  0.53
Br -3.70 1.68 0.39  0.08
C -1.29 0.46 -0.55  -0.56
C 0.12 -0.07 -0.14  -0.25
P -0.19 -1.21 1.32  2.36
O -1.56 -1.03 1.77  -1.04
O 0.15 -2.69 0.86  -0.95
O 0.92 -0.88 2.40  -0.97
C 1.22 0.94 0.13  -0.52
S 1.48 1.70 -1.53  0.48
C 1.30 0.14 -2.15  0.01
N 0.66 -0.70 -1.39  -0.49
H -1.29 0.84 -1.57  0.26
H -1.99 -0.37 -0.51  0.29
H 0.94 -2.80 0.32  0.51
H 0.70 -0.04 2.84  0.53
H 1.07 1.63 0.94  0.30
H 2.16 0.39 0.26  0.25
H 1.71 -0.13 -3.12  0.28
H 0.51 -1.66 -1.66  0.45



Record 4
The following is a DFT calculation (ωB97M-V with the def2-TZVPD basis set) of a cluster of 14 separate species, C36H72O52S10 in total at a distorted geometry.

For the calculated total energy, the calculation gives -9308.8190 Eh. For the HOMO energy, the calculation gives -10.39 eV. The value obtained for the HOMO-LUMO gap is 10.5551 eV. Its spin multiplicity is 1.

Last column: Löwdin charge in e.
Element x y z (Å)
C -2.28 -8.76 -22.61  -0.06
C -1.66 -9.83 -21.72  -0.20
O -2.59 -10.25 -20.66  -0.03
C -2.68 -9.64 -19.43  -0.52
O -2.09 -8.65 -19.08  0.13
O -3.45 -10.44 -18.63  -0.02
C -3.82 -10.10 -17.32  -0.05
H -3.30 -9.06 -22.84  0.08
H -1.79 -8.55 -23.56  0.08
H -2.24 -7.83 -22.05  0.08
H -0.76 -9.42 -21.27  0.10
H -1.50 -10.78 -22.23  0.12
H -4.15 -9.07 -17.23  0.10
H -2.99 -10.35 -16.66  0.09
H -4.66 -10.67 -16.93  0.07
C 0.57 -11.24 -19.77  -0.07
C 0.96 -11.16 -18.31  -0.23
O 0.96 -12.48 -17.78  0.02
C -0.20 -12.81 -17.02  -0.45
O -1.13 -12.11 -16.68  0.13
O -0.13 -14.15 -16.69  -0.05
C -0.88 -14.74 -15.63  -0.04
H -0.52 -11.23 -19.86  0.05
H 0.86 -12.19 -20.21  0.08
H 0.95 -10.42 -20.38  0.08
H 0.48 -10.32 -17.80  0.13
H 2.01 -10.86 -18.29  0.12
H -1.91 -14.50 -15.89  0.07
H -0.67 -14.18 -14.72  0.10
H -0.75 -15.81 -15.49  0.09
C -3.20 -15.91 -9.09  -0.05
C -3.04 -14.52 -9.70  -0.26
O -3.95 -13.59 -9.21  0.03
C -3.93 -12.33 -9.70  -0.47
O -2.99 -11.97 -10.48  0.06
O -5.04 -11.71 -9.25  0.00
C -5.43 -10.45 -9.71  -0.05
H -3.05 -15.78 -8.02  0.09
H -2.47 -16.57 -9.56  0.06
H -4.14 -16.37 -9.42  0.06
H -3.16 -14.63 -10.78  0.10
H -2.00 -14.28 -9.46  0.13
H -6.46 -10.29 -9.37  0.10
H -5.35 -10.38 -10.79  0.07
H -4.86 -9.59 -9.35  0.10
C -4.25 -13.87 -13.25  -0.02
C -4.63 -13.05 -14.46  -0.22
O -4.73 -13.81 -15.64  0.01
C -5.90 -14.45 -16.01  -0.49
O -5.98 -15.28 -16.88  0.11
O -6.98 -13.98 -15.28  -0.02
C -8.23 -14.63 -15.49  -0.05
H -5.04 -14.58 -13.02  0.07
H -3.91 -13.38 -12.34  0.06
H -3.40 -14.53 -13.43  0.06
H -3.88 -12.34 -14.82  0.13
H -5.54 -12.47 -14.29  0.10
H -8.32 -15.30 -16.35  0.09
H -8.97 -13.83 -15.56  0.07
H -8.49 -15.22 -14.61  0.06
C -7.00 -7.67 -15.25  -0.15
C -7.24 -7.29 -13.78  -0.19
O -6.07 -7.61 -13.02  -0.17
S -5.44 -9.00 -13.73  0.76
O -6.02 -10.24 -13.22  -0.27
O -3.95 -8.98 -13.66  -0.25
O -6.01 -8.72 -15.29  -0.23
H -6.45 -6.92 -15.81  0.14
H -7.89 -8.02 -15.78  0.09
H -8.21 -7.63 -13.41  0.11
H -7.42 -6.22 -13.78  0.14
C 1.33 -17.79 -13.87  -0.12
C 1.87 -17.22 -12.55  -0.19
O 0.78 -16.64 -11.93  -0.22
S -0.64 -17.43 -12.14  0.78
O -1.83 -16.47 -12.33  -0.29
O -0.82 -18.63 -11.33  -0.24
O -0.13 -17.85 -13.68  -0.25
H 1.60 -18.82 -14.07  0.13
H 1.61 -17.17 -14.72  0.13
H 2.64 -16.47 -12.77  0.14
H 2.23 -17.93 -11.81  0.13
C -2.59 -16.30 -20.03  -0.14
C -3.28 -15.42 -18.97  -0.14
O -3.24 -14.09 -19.49  -0.22
S -2.65 -13.99 -21.01  0.68
O -1.36 -13.42 -20.99  -0.21
O -3.75 -13.33 -21.75  -0.26
O -2.59 -15.59 -21.26  -0.19
H -3.07 -17.27 -20.10  0.12
H -1.51 -16.36 -19.86  0.14
H -2.75 -15.33 -18.02  0.12
H -4.34 -15.56 -18.76  0.11
C -6.28 -12.70 -18.83  -0.21
C -6.33 -12.06 -20.25  -0.10
O -7.53 -11.19 -20.26  -0.21
S -7.90 -10.78 -18.67  0.78
O -9.17 -11.45 -18.32  -0.26
O -7.81 -9.29 -18.46  -0.26
O -6.62 -11.63 -18.07  -0.24
H -5.30 -12.96 -18.45  0.13
H -7.08 -13.40 -18.59  0.13
H -6.48 -12.82 -21.01  0.12
H -5.50 -11.38 -20.48  0.12
C -6.39 -17.36 -20.56  -0.16
C -7.58 -17.85 -21.40  -0.18
O -8.71 -18.13 -20.59  -0.20
S -8.24 -18.15 -18.93  0.77
O -7.88 -19.55 -18.70  -0.23
O -9.19 -17.48 -18.09  -0.23
O -6.93 -17.15 -19.26  -0.23
H -6.01 -16.39 -20.86  0.13
H -5.57 -18.07 -20.44  0.12
H -7.26 -18.70 -21.99  0.13
H -7.93 -17.00 -21.99  0.13
C -12.72 -12.09 -17.38  -0.14
C -13.89 -13.13 -17.21  -0.18
O -13.43 -14.04 -16.28  -0.22
S -11.77 -14.02 -15.96  0.76
O -11.00 -14.67 -17.03  -0.25
O -11.52 -14.39 -14.57  -0.23
O -11.83 -12.42 -16.33  -0.24
H -13.01 -11.06 -17.17  0.13
H -12.31 -12.21 -18.38  0.13
H -14.25 -13.65 -18.10  0.13
H -14.72 -12.60 -16.73  0.13
C -9.56 -10.00 -13.52  -0.17
C -9.25 -10.50 -14.93  -0.18
O -10.34 -10.08 -15.70  -0.21
S -10.94 -8.60 -15.17  0.77
O -12.41 -8.46 -15.23  -0.25
O -10.15 -7.55 -15.83  -0.26
O -10.48 -8.95 -13.66  -0.19
H -8.62 -9.80 -13.01  0.11
H -9.99 -10.80 -12.92  0.13
H -9.20 -11.59 -15.03  0.13
H -8.30 -10.17 -15.35  0.11
C -8.15 -15.75 -10.15  -0.14
C -7.16 -16.07 -11.27  -0.18
O -7.47 -15.17 -12.32  -0.24
S -7.97 -13.67 -11.73  0.78
O -9.36 -13.44 -12.08  -0.25
O -6.97 -12.61 -11.92  -0.24
O -8.00 -14.30 -10.11  -0.22
H -7.75 -16.25 -9.27  0.13
H -9.23 -15.86 -10.25  0.13
H -7.46 -17.05 -11.65  0.11
H -6.09 -16.14 -11.03  0.13
C -10.62 -17.79 -14.00  -0.06
C -10.41 -18.25 -15.44  -0.16
O -9.03 -18.61 -15.52  -0.23
S -8.06 -18.15 -14.22  0.69
O -6.95 -17.28 -14.58  -0.23
O -7.79 -19.34 -13.40  -0.25
O -9.25 -17.34 -13.54  -0.23
H -11.09 -18.54 -13.35  0.13
H -11.29 -16.93 -13.95  0.11
H -10.42 -17.42 -16.15  0.10
H -11.08 -19.07 -15.68  0.14
C -3.98 -17.97 -15.77  -0.13
C -5.15 -18.93 -16.27  -0.18
O -4.67 -19.50 -17.45  -0.22
S -2.99 -19.60 -17.41  0.80
O -2.41 -19.55 -18.78  -0.27
O -2.59 -20.71 -16.47  -0.27
O -2.90 -18.12 -16.70  -0.23
H -3.70 -18.23 -14.75  0.13
H -4.19 -16.90 -15.79  0.11
H -6.11 -18.45 -16.49  0.09
H -5.42 -19.78 -15.65  0.13